Record 1
20
Properties=species:S:1:pos:R:3:forces:R:3:mulliken_charge:R:1 method="wB97M-V/def2-TZVPD" e_above_lowest_kcal_mol=57.25 lumo_ev=0.83 homo_lumo_gap_ev=8.8 charge=0 smiles="CC/C=C/N.O.O" e_tot_ha=-365.35126
C 2.688411 0.750708 -0.553929 -2.836 -0.668 -2.842 -1.02
C 2.095715 -0.546980 0.081128 0.291 0.483 0.570 -0.43
C 0.626604 -0.259408 0.450436 0.060 -0.387 0.935 -0.44
C 0.177217 0.746385 1.239875 0.012 -1.772 -0.749 -0.08
N -1.189828 0.803174 1.524889 2.491 3.946 2.751 -0.47
H 1.803014 1.185769 -1.250016 2.196 -0.755 1.453 0.23
H 3.556333 0.632386 -1.196720 0.150 -0.272 0.101 0.34
H 2.894122 1.476852 0.173036 0.230 1.033 1.087 0.30
H 2.223663 -1.471202 -0.548640 -0.356 1.117 0.454 0.28
H 2.682476 -0.730354 1.028887 -0.607 -0.074 -0.848 0.23
H -0.172310 -1.023441 0.257180 1.012 0.647 -0.268 0.34
H 0.743805 1.498815 1.806294 0.058 -0.350 -0.663 0.29
H -1.353456 0.906219 2.507760 -0.231 0.223 0.309 0.14
H -1.834607 0.257521 1.141856 -2.431 -3.386 -2.302 0.31
H -0.841721 -0.996753 -2.186445 -0.525 3.685 0.296 0.31
H -1.033715 -2.096424 -3.246513 -2.044 -0.926 -6.174 0.26
O -0.792651 -1.854725 -2.450631 2.594 -2.746 5.918 -0.56
H -4.829925 -0.193175 0.391317 0.144 0.699 0.640 0.32
H -3.503407 0.837584 0.676160 -2.076 -1.737 -0.993 0.35
O -3.939741 0.077044 0.154080 1.868 1.242 0.326 -0.68

---

Record 2
20
Properties=species:S:1:pos:R:3:forces:R:3:mulliken_charge:R:1 method="wB97M-V/def2-TZVPD" e_above_lowest_kcal_mol=37.98 lumo_ev=0.56 homo_lumo_gap_ev=9.9 charge=0 smiles="C=CO.CN.CO" e_tot_ha=-365.38197
C 1.632938 -1.054859 -1.334965 0.169 -0.235 0.068 0.18
C -1.255932 -1.438881 0.561164 -0.002 -0.247 0.039 -0.78
C 2.187987 -0.314866 -0.389448 -0.003 0.063 -0.111 -0.98
N -0.558824 -0.548090 1.476917 0.073 0.060 0.256 -0.53
O 0.725113 -0.550179 -2.209192 -0.115 0.148 -0.115 -0.45
H 0.473337 -1.208073 -2.862887 0.048 -0.035 0.064 0.34
H 1.878076 -2.105842 -1.449071 -0.035 -0.016 -0.044 0.30
H -0.610335 -0.903334 2.424023 0.091 0.062 -0.011 0.21
H -1.402115 1.103659 1.220613 0.116 0.020 0.023 0.46
H -0.863636 -2.465494 0.554183 -0.047 0.090 -0.057 0.33
H -1.179652 -1.026445 -0.439104 -0.078 -0.015 -0.161 0.23
H 1.953012 0.729918 -0.296834 -0.090 0.280 0.006 0.29
H 2.909497 -0.734035 0.286676 0.120 -0.184 0.066 0.31
H 0.418513 -0.475125 1.213784 -0.067 -0.046 0.089 0.15
C -0.759050 2.506068 0.048977 0.097 -0.006 -0.015 -0.43
O -1.724473 1.973824 0.916015 -0.344 -0.002 0.141 -0.57
H -2.307109 -1.476885 0.840637 -0.063 -0.023 -0.076 0.35
H -0.526508 1.816318 -0.772849 0.034 0.096 -0.034 0.10
H 0.173685 2.742810 0.581007 -0.014 0.048 -0.108 0.20
H -1.164524 3.429511 -0.369646 0.110 -0.060 -0.020 0.28

---

Record 3
20
Properties=species:S:1:pos:R:3:forces:R:3:mulliken_charge:R:1 method="wB97M-V/def2-TZVPD" e_above_lowest_kcal_mol=76.97 lumo_ev=0.71 homo_lumo_gap_ev=9.6 charge=0 smiles=CNCCCO.O e_tot_ha=-365.31983
C 1.098941 2.136990 -0.340523 2.571 0.638 0.937 -0.86
N 1.350291 0.685154 0.022566 -1.307 0.090 0.712 -0.43
C 0.354319 -0.282904 -0.498603 0.995 1.074 -3.713 -0.27
C 0.150631 -1.504099 0.337404 -2.833 -2.267 -0.121 -1.22
C -0.931027 -1.375035 1.418985 0.523 1.536 0.491 -0.29
O -0.318800 -0.443915 2.422295 -5.967 0.214 -0.999 -0.55
H 1.988516 2.569929 0.246579 -1.455 0.075 -0.841 0.35
H 1.315624 2.503786 -1.413011 -0.470 -1.441 1.391 0.26
H 0.179005 2.653468 0.012945 0.252 -0.819 -0.170 0.29
H 1.215092 0.544314 1.035379 0.419 1.184 -0.522 0.25
H -0.581395 0.292504 -0.724335 0.700 -0.953 0.489 0.49
H 0.932682 -0.562129 -1.493373 -1.802 0.036 1.235 0.34
H -0.101350 -2.572222 -0.084080 0.932 2.277 -0.328 0.31
H 1.027574 -1.575152 0.880269 2.162 -0.941 1.016 0.48
H -1.220157 -2.387476 1.854478 0.412 1.418 -0.274 0.27
H -1.856528 -0.829184 1.006945 1.328 -0.873 0.867 0.27
H 0.553625 -0.589719 2.565353 3.971 -1.344 0.503 0.26
H -0.870843 0.083735 -2.347357 -3.979 2.694 -0.064 0.42
H -2.470826 -0.035121 -2.587627 1.147 1.616 0.510 0.33
O -1.815382 0.687071 -2.314280 2.402 -4.213 -1.118 -0.70

---

Record 4
20
Properties=species:S:1:pos:R:3:forces:R:3:mulliken_charge:R:1 method="wB97M-V/def2-TZVPD" e_above_lowest_kcal_mol=40.87 lumo_ev=0.46 homo_lumo_gap_ev=8.2 charge=0 smiles="C/C=C/NC.O.O" e_tot_ha=-365.37736
C 0.830716 -2.833749 1.380866 -0.453 -0.710 -0.828 -1.20
C 1.038445 -1.449906 0.848195 -0.921 1.325 1.169 0.03
C 0.005450 -0.675891 0.490221 -0.076 -1.244 -1.145 -0.45
N 0.031245 0.641713 0.018741 0.180 -1.118 0.876 -0.02
C 0.569709 1.656681 0.903140 0.716 -0.082 -0.866 -0.91
H -0.149505 -2.965322 1.848918 0.276 0.266 0.426 0.35
H 1.635507 -3.155388 2.019768 0.103 -0.032 0.507 0.34
H 0.772486 -3.597390 0.589533 0.365 0.296 -0.165 0.26
H 1.922482 -0.878766 1.086522 0.799 -0.429 -0.348 0.34
H -0.950362 -1.202650 0.402535 -0.062 0.257 -0.179 0.26
H -0.694310 0.778399 -0.654765 -0.081 0.885 0.263 0.21
H 1.475304 2.112930 0.493365 -0.029 0.150 -0.220 0.28
H 0.940004 1.124729 1.782884 -0.539 0.386 0.285 0.29
H -0.131652 2.465314 1.086988 -0.174 -0.015 0.454 0.26
H -2.525758 1.513415 -0.424101 -0.122 0.139 -0.050 0.33
H -2.670607 2.823256 -1.213278 0.020 -0.072 0.010 0.31
O -2.385406 1.906680 -1.294150 -0.026 -0.012 0.014 -0.66
H -0.093522 0.996417 -2.489822 0.136 -0.009 0.055 0.28
H -0.015147 0.396415 -3.873320 0.101 -0.091 0.016 0.32
O 0.394924 0.343104 -3.002248 -0.214 0.111 -0.273 -0.62

---

Record 5
20
Properties=species:S:1:pos:R:3:forces:R:3:mulliken_charge:R:1 method="wB97M-V/def2-TZVPD" e_above_lowest_kcal_mol=169.27 lumo_ev=-3.12 homo_lumo_gap_ev=6.1 charge=0 e_tot_ha=-365.17274
C -0.415976 -1.782368 0.074944 0.477 2.832 -0.537 -0.46
O 0.950611 -1.683171 0.242934 1.053 -0.272 0.123 -0.62
C -0.924958 -0.370219 -0.471694 -0.242 -2.877 -1.452 -1.18
C -1.298138 0.572433 0.649666 1.730 1.311 0.676 -0.80
C 0.047203 1.077616 1.320378 -1.818 1.195 -0.714 -0.57
N 0.692274 1.865595 0.216732 1.621 -0.608 0.815 -0.53
H -0.923049 -1.810725 1.031139 -0.080 -0.993 0.306 0.32
H -0.665718 -2.580514 -0.610671 -0.504 -0.586 -0.114 0.40
H -0.321884 -1.010487 -2.160737 1.526 1.670 1.729 0.53
H -1.813813 -0.571368 -1.113872 0.006 0.335 0.128 0.47
H -0.095821 0.199944 -0.991030 -0.582 -0.352 -0.165 0.69
H -1.907608 0.145175 1.453512 -0.478 -0.104 -0.648 0.33
H -1.659533 1.465979 0.135227 -0.640 -0.050 0.678 0.39
H -0.291736 1.828445 2.057504 0.210 -0.259 -0.156 0.42
H 0.518396 0.277370 1.911532 0.555 0.231 -0.843 0.28
H 1.426854 1.341087 -0.309587 -0.940 0.379 0.650 0.12
H 1.163432 2.690345 0.602969 -0.298 -0.417 -0.111 0.28
H 2.535567 -0.352108 -1.889232 -0.113 -0.091 -0.302 0.21
H 1.356684 -1.118622 -0.546861 -0.619 -0.747 1.025 0.50
O 1.627212 -0.184410 -1.602850 -0.862 -0.598 -1.086 -0.79

---

Record 6
20
Properties=species:S:1:pos:R:3:forces:R:3:mulliken_charge:R:1 method="wB97M-V/def2-TZVPD" e_above_lowest_kcal_mol=45.59 lumo_ev=0.84 homo_lumo_gap_ev=9.6 charge=0 smiles=CNCCCO.O e_tot_ha=-365.36983
C -1.881948 -0.645645 -1.445918 0.558 0.323 -1.921 -0.96
N -0.485301 -0.248096 -1.343168 1.625 0.855 0.864 -0.25
C 0.226079 -0.013049 -0.001267 -1.580 -0.779 -2.059 -0.66
C 1.236673 1.074171 -0.249430 1.386 0.716 1.807 -0.46
C 1.844128 1.327857 1.142233 -0.079 1.530 0.032 -0.68
O 0.799791 1.835279 1.990973 -0.476 -0.806 0.838 -0.54
H -2.105394 -0.775367 -2.566809 0.092 0.615 1.566 0.30
H -2.010490 -1.677139 -1.108572 -0.260 0.408 0.307 0.30
H -2.555367 0.088493 -0.980229 -0.295 -0.503 -0.047 0.29
H -0.197822 0.615877 -1.826297 -1.243 -0.894 -0.298 0.27
H -0.443981 0.260636 0.836147 0.056 -0.027 -0.542 0.32
H 0.712444 -0.965530 0.233813 0.138 0.320 0.295 0.40
H 2.069200 0.733269 -0.867283 -0.246 -0.023 -0.373 0.25
H 0.898773 2.075537 -0.583715 -0.436 -0.835 -0.184 0.38
H 2.482992 2.216827 1.247644 0.758 -0.740 -1.016 0.32
H 2.369464 0.416446 1.440596 -0.242 0.151 0.633 0.35
H 0.592474 1.247213 2.729321 0.146 0.047 -0.311 0.31
H -1.084428 -3.060762 -0.077993 0.291 -0.350 0.830 0.38
H -1.395439 -1.799302 0.594842 0.450 -1.078 1.004 0.31
O -1.071848 -2.706713 0.835111 -0.643 1.070 -1.423 -0.65